Record 1
{
  "formula": "C8H12N",
  "method": "the ωB97M-V functional and the def2-TZVPD basis",
  "relative_energy_kcal_mol": 66.0,
  "homo_energy_ev": -13.78,
  "charge": 1,
  "lumo_energy_ev": -3.130,
  "smiles": "C[C@]12CC3=C[C@@H]3[N@@+]1(C)C2",
  "symbols": ["C", "C", "C", "C", "C", "C", "N", "C", "C", "H", "H", "H", "H", "H", "H", "H", "H", "H", "H", "H", "H"],
  "xyz": [[1.631, -1.077, -0.632], [0.402, -0.740, 0.170], [-0.910, -1.578, 0.069], [-1.870, -0.566, 0.026], [-2.309, 0.391, -0.774], [-1.427, 0.724, 0.518], [-0.038, 0.720, 0.376], [0.673, 1.728, -0.469], [0.647, 0.006, 1.361], [1.366, -1.703, -1.511], [2.303, -1.650, 0.021], [2.018, -0.212, -0.967], [-0.963, -2.258, 0.962], [-1.024, -2.135, -0.824], [-2.719, 0.687, -1.658], [-1.944, 1.229, 1.321], [0.111, 2.087, -1.352], [0.563, 2.551, 0.284], [1.689, 1.632, -0.671], [0.122, -0.070, 2.290], [1.679, 0.232, 1.461]],
  "nbo_charge": [-0.625, 0.202, -0.465, 0.056, -0.106, -0.137, -0.214, -0.421, -0.230, 0.248, 0.253, 0.222, 0.257, 0.254, 0.247, 0.247, 0.253, 0.233, 0.235, 0.250, 0.239]
}

---

Record 2
{
  "formula": "C34H94N4O11",
  "method": "the ωB97M-V functional and the def2-TZVPD basis",
  "s_squared": 0.75,
  "homo_energy_ev": [-10.06, -10.06],
  "charge": 1,
  "spin_multiplicity": 2,
  "lumo_energy_ev": [-2.578, -8.071],
  "symbols": ["C", "C", "C", "O", "H", "H", "H", "H", "H", "H", "H", "H", "C", "C", "C", "O", "H", "H", "H", "H", "H", "H", "H", "H", "C", "C", "C", "O", "H", "H", "H", "H", "H", "H", "H", "H", "C", "C", "C", "O", "H", "H", "H", "H", "H", "H", "H", "H", "C", "C", "C", "O", "H", "H", "H", "H", "H", "H", "H", "H", "C", "C", "C", "O", "H", "H", "H", "H", "H", "H", "H", "H", "O", "H", "H", "C", "C", "C", "O", "C", "N", "H", "H", "H", "H", "H", "H", "H", "H", "H", "H", "H", "C", "C", "C", "O", "C", "N", "H", "H", "H", "H", "H", "H", "H", "H", "H", "H", "H", "C", "C", "C", "O", "C", "N", "H", "H", "H", "H", "H", "H", "H", "H", "H", "H", "H", "C", "C", "C", "O", "C", "N", "H", "H", "H", "H", "H", "H", "H", "H", "H", "H", "H"],
  "xyz": [[2.885, -0.616, -4.553], [2.554, 0.837, -4.566], [2.011, 1.332, -5.924], [1.637, 1.082, -3.558], [3.157, -1.036, -3.585], [3.751, -0.762, -5.198], [2.028, -1.212, -4.867], [3.481, 1.341, -4.294], [1.131, 0.764, -6.226], [2.682, 1.125, -6.757], [1.764, 2.393, -5.883], [1.373, 2.005, -3.569], [-0.099, -1.522, 0.713], [0.607, -0.313, 0.226], [-0.193, 0.370, -0.936], [0.744, 0.706, 1.211], [-1.162, -1.328, 0.860], [0.310, -1.987, 1.610], [-0.037, -2.265, -0.082], [1.555, -0.679, -0.169], [-1.250, 0.468, -0.686], [-0.154, -0.301, -1.794], [0.239, 1.316, -1.262], [1.570, 1.170, 1.055], [-3.122, 0.151, -4.359], [-3.611, 1.564, -4.198], [-2.560, 2.648, -4.236], [-4.443, 1.837, -5.269], [-2.522, -0.033, -5.250], [-3.902, -0.610, -4.327], [-2.458, -0.006, -3.509], [-4.248, 1.574, -3.313], [-2.093, 2.963, -3.303], [-3.010, 3.603, -4.506], [-1.743, 2.418, -4.920], [-4.114, 1.692, -6.159], [6.571, -2.062, 2.014], [5.609, -2.379, 0.874], [4.113, -2.122, 1.327], [6.070, -1.477, -0.083], [6.515, -1.033, 2.368], [7.616, -2.333, 1.865], [6.306, -2.585, 2.933], [5.744, -3.425, 0.599], [3.870, -1.113, 1.659], [3.800, -2.812, 2.111], [3.470, -2.348, 0.475], [6.988, -1.580, -0.344], [2.510, -3.743, -1.978], [1.249, -4.540, -2.297], [0.677, -4.259, -3.681], [1.615, -5.918, -2.236], [2.249, -2.686, -1.917], [3.277, -3.894, -2.738], [2.905, -4.044, -1.007], [0.522, -4.307, -1.519], [0.454, -3.192, -3.702], [-0.169, -4.926, -3.850], [1.403, -4.344, -4.489], [2.104, -6.109, -3.040], [-3.817, -1.288, -1.158], [-5.150, -1.800, -0.719], [-5.883, -2.827, -1.714], [-4.944, -2.395, 0.550], [-3.025, -2.018, -0.992], [-3.559, -0.424, -0.546], [-3.961, -0.964, -2.189], [-5.867, -0.982, -0.796], [-6.942, -3.019, -1.541], [-5.206, -3.681, -1.699], [-5.840, -2.351, -2.694], [-5.803, -2.762, 0.773], [-2.817, -0.451, 2.868], [-2.141, -0.241, 3.513], [-2.496, -1.241, 2.433], [-5.551, 5.117, 1.603], [-5.944, 4.820, 0.150], [-5.347, 3.563, -0.604], [-3.937, 3.749, -0.496], [-3.194, 2.594, -0.097], [-7.387, 4.873, -0.002], [-5.728, 4.400, 2.405], [-5.887, 6.041, 2.072], [-4.465, 5.076, 1.528], [-5.646, 5.704, -0.415], [-5.633, 3.606, -1.655], [-5.745, 2.593, -0.305], [-2.161, 2.925, 0.015], [-3.257, 1.853, -0.893], [-3.536, 2.241, 0.876], [-7.980, 4.211, 0.478], [-7.677, 5.710, 0.483], [-0.005, 5.032, -4.621], [0.081, 5.946, -3.420], [1.437, 5.638, -2.714], [1.692, 4.231, -2.639], [2.451, 3.760, -1.553], [-0.180, 7.352, -3.670], [-0.070, 3.973, -4.372], [0.834, 5.230, -5.290], [-0.924, 5.182, -5.188], [-0.755, 5.528, -2.859], [1.438, 6.154, -1.754], [2.168, 6.178, -3.317], [3.489, 4.091, -1.533], [2.360, 2.676, -1.622], [1.929, 3.976, -0.621], [-0.213, 7.888, -2.815], [0.674, 7.614, -4.143], [0.767, -5.141, 5.373], [1.744, -3.967, 4.903], [3.242, -4.321, 4.959], [3.867, -3.943, 6.227], [5.308, -4.206, 6.269], [1.351, -3.712, 3.486], [-0.269, -4.834, 5.229], [0.991, -5.376, 6.413], [0.927, -6.101, 4.883], [1.432, -3.103, 5.490], [3.807, -3.882, 4.136], [3.460, -5.358, 4.704], [5.545, -5.255, 6.090], [5.740, -3.829, 7.196], [5.812, -3.695, 5.449], [1.958, -3.119, 2.938], [0.376, -3.584, 3.253], [-0.557, -0.464, 6.769], [-0.299, 0.267, 5.409], [1.186, 0.606, 5.268], [1.874, -0.615, 5.391], [3.276, -0.561, 5.073], [-0.535, -0.673, 4.348], [0.030, -1.370, 6.922], [-1.598, -0.705, 6.985], [-0.233, 0.166, 7.597], [-0.907, 1.171, 5.379], [1.517, 1.384, 5.956], [1.285, 0.934, 4.233], [3.446, -0.529, 3.997], [3.814, -1.421, 5.471], [3.791, 0.236, 5.609], [-0.482, -0.202, 3.456], [0.223, -1.336, 4.279]],
  "lowdin_spin": [0.000, 0.000, 0.000, 0.000, 0.000, 0.000, 0.000, 0.000, 0.000, 0.000, 0.000, 0.000, 0.001, 0.000, 0.000, 0.000, 0.000, 0.000, 0.000, 0.000, 0.000, 0.000, 0.000, 0.000, 0.000, 0.000, 0.000, 0.000, 0.000, 0.000, 0.000, 0.000, 0.000, 0.000, 0.000, 0.000, 0.000, 0.000, -0.001, 0.000, 0.000, 0.000, 0.000, 0.000, 0.000, -0.001, 0.000, 0.000, 0.000, 0.000, 0.000, 0.000, 0.000, 0.000, 0.000, 0.000, 0.000, 0.000, 0.000, 0.000, 0.000, 0.000, 0.000, 0.000, 0.000, 0.000, 0.000, 0.000, 0.000, 0.000, 0.000, 0.000, 0.000, 0.000, 0.000, 0.000, 0.000, 0.000, 0.000, 0.000, 0.000, 0.000, 0.000, 0.000, 0.000, 0.000, 0.000, 0.000, 0.000, 0.000, 0.000, 0.000, 0.000, 0.000, 0.000, 0.000, 0.000, 0.000, 0.000, 0.000, 0.000, 0.000, 0.000, 0.000, 0.000, 0.000, 0.000, 0.000, 0.000, 0.036, 0.106, 0.009, 0.000, 0.000, 0.739, 0.000, 0.001, 0.000, 0.054, 0.001, 0.002, 0.000, 0.000, 0.000, 0.022, 0.019, 0.000, 0.000, 0.000, 0.002, 0.000, 0.002, 0.000, 0.000, 0.000, 0.000, 0.000, 0.000, 0.000, 0.000, 0.000, 0.000, 0.001]
}

---

Record 3
{
  "formula": "C6H13N3",
  "method": "the ωB97M-V functional and the def2-TZVPD basis",
  "relative_energy_kcal_mol": 67.8,
  "homo_energy_ev": -7.64,
  "charge": 0,
  "lumo_energy_ev": 0.960,
  "symbols": ["C", "C", "C", "C", "C", "C", "N", "N", "N", "H", "H", "H", "H", "H", "H", "H", "H", "H", "H", "H", "H", "H"],
  "xyz": [[-0.703, 0.392, 2.674], [1.261, 1.239, -1.037], [1.211, -1.238, -1.486], [-0.273, -0.384, 0.479], [-0.979, 0.034, -1.338], [0.435, -0.036, -0.974], [-0.469, -1.716, 0.800], [-1.617, 1.191, -1.236], [-0.294, 0.592, 1.303], [-0.333, -2.036, 1.750], [-0.629, -2.350, 0.037], [-2.618, 1.204, -1.325], [-1.219, 1.987, -0.728], [-1.712, -0.036, 2.735], [-0.030, -0.284, 3.219], [-0.679, 1.357, 3.184], [0.831, 2.015, -0.408], [2.273, 1.057, -0.676], [0.594, -2.126, -1.602], [2.049, -1.469, -0.825], [1.600, -0.992, -2.476], [1.302, 1.599, -2.068]],
  "nbo_charge": [-0.441, -0.632, -0.592, 0.469, 0.057, -0.154, -0.854, -0.761, -0.522, 0.398, 0.411, 0.386, 0.368, 0.191, 0.175, 0.205, 0.227, 0.216, 0.211, 0.209, 0.218, 0.216]
}

---

Record 4
{
  "formula": "C43H33BrN3RhTe",
  "method": "the ωB97M-V functional and the def2-TZVPD basis",
  "relative_energy_kcal_mol": 37.3,
  "homo_energy_ev": [-6.70, -6.70],
  "charge": 0,
  "lumo_energy_ev": [-0.960, -0.961],
  "symbols": ["Rh", "C", "C", "C", "C", "C", "C", "N", "N", "C", "C", "C", "C", "C", "C", "H", "H", "H", "H", "H", "H", "H", "H", "H", "Br", "C", "C", "C", "C", "C", "C", "C", "C", "C", "C", "H", "H", "H", "H", "H", "H", "C", "Te", "C", "C", "C", "C", "C", "C", "C", "H", "H", "H", "H", "H", "H", "H", "H", "N", "C", "C", "C", "C", "C", "C", "C", "C", "C", "C", "C", "C", "C", "H", "H", "H", "H", "H", "H", "H", "H", "H", "H"],
  "xyz": [[1.035, 0.484, -0.427], [-1.796, 0.671, 4.862], [-2.024, 0.971, 3.525], [-0.987, 0.959, 2.624], [0.317, 0.607, 3.029], [0.546, 0.344, 4.399], [-0.504, 0.388, 5.289], [1.277, 0.552, 2.085], [2.534, 0.462, 2.321], [3.441, 0.469, 1.344], [4.800, 0.428, 1.695], [5.775, 0.450, 0.727], [5.407, 0.512, -0.609], [4.062, 0.553, -0.962], [3.027, 0.521, -0.038], [-2.613, 0.680, 5.567], [-3.021, 1.221, 3.190], [-1.148, 1.229, 1.590], [1.552, 0.117, 4.725], [-0.325, 0.189, 6.336], [5.053, 0.383, 2.744], [6.818, 0.424, 1.006], [6.159, 0.533, -1.384], [3.835, 0.621, -2.020], [1.294, 0.636, -3.214], [1.200, 2.571, -3.108], [1.186, 3.245, -4.298], [1.145, 4.645, -4.303], [1.114, 5.321, -3.118], [1.129, 4.639, -1.886], [1.120, 5.362, -0.679], [1.133, 4.710, 0.519], [1.160, 3.308, 0.553], [1.172, 2.545, -0.594], [1.166, 3.210, -1.850], [1.211, 2.698, -5.228], [1.145, 5.171, -5.244], [1.081, 6.400, -3.103], [1.114, 6.441, -0.729], [1.133, 5.261, 1.450], [1.185, 2.837, 1.526], [2.080, -3.833, -1.449], [0.575, -2.369, -0.842], [0.216, -3.859, 0.705], [0.734, -5.158, 0.173], [0.303, -6.371, 0.697], [0.749, -7.566, 0.161], [1.644, -7.556, -0.895], [2.093, -6.351, -1.408], [1.637, -5.148, -0.885], [3.054, -3.544, -1.055], [2.144, -3.877, -2.534], [-0.850, -3.933, 0.905], [0.727, -3.573, 1.624], [-0.401, -6.382, 1.518], [0.386, -8.505, 0.555], [1.980, -8.487, -1.328], [2.791, -6.348, -2.233], [-0.835, 0.338, -0.710], [-2.086, 0.343, -0.645], [-2.844, -0.806, -0.093], [-2.315, -1.552, 0.960], [-3.034, -2.605, 1.499], [-4.262, -2.956, 0.961], [-4.774, -2.242, -0.112], [-4.079, -1.164, -0.628], [-2.845, 1.539, -1.084], [-3.996, 1.936, -0.411], [-4.630, 3.115, -0.755], [-4.124, 3.909, -1.773], [-2.986, 3.511, -2.458], [-2.350, 2.333, -2.116], [-1.366, -1.267, 1.395], [-2.632, -3.155, 2.340], [-4.818, -3.785, 1.374], [-5.726, -2.518, -0.543], [-4.487, -0.606, -1.458], [-4.381, 1.324, 0.392], [-5.519, 3.421, -0.221], [-4.619, 4.834, -2.030], [-2.590, 4.128, -3.254], [-1.471, 2.016, -2.655]],
  "mulliken_charge": [-0.592, -0.671, -0.551, 0.537, -0.802, -0.645, -0.529, 1.453, -0.937, 0.091, -0.512, -0.602, -0.756, -0.356, 0.748, 0.432, 0.411, 0.460, 0.448, 0.382, 0.478, 0.375, 0.441, 0.258, -0.105, 0.223, -0.642, -0.721, -0.925, 1.064, -1.013, -1.211, 0.100, 0.558, 0.653, 0.454, 0.409, 0.401, 0.404, 0.447, 0.420, -1.343, 0.196, -0.937, 0.757, -0.707, -0.561, -0.523, -0.746, 0.668, 0.442, 0.565, 0.168, 0.523, 0.440, 0.393, 0.393, 0.437, 0.351, -1.240, -0.156, 0.244, -1.593, -0.609, -0.868, 0.077, 0.762, -0.291, -0.824, -0.511, -0.691, -0.422, 1.358, 0.502, 0.421, 0.413, 0.547, 0.485, 0.411, 0.396, 0.429, 0.571]
}

---

| no. | maximum force (eV/Å) | total energy (eV) |
| --- | --- | --- |
| 1 | 5.65 | -9968.8833 |
| 2 | 3.40 | -65250.8462 |
| 3 | 2.81 | -10900.4735 |
| 4 | 6.25 | -129937.3806 |